(1)
Molecular formula: C8H16N2Si
Method: DFT, ωB97M-V with the def2-TZVPD basis set

```
27
Properties=species:S:1:pos:R:3:forces:R:3
C 4.0217 0.8706 0.4438 -0.7235 2.9188 0.3259
C 2.6640 0.4128 -0.0053 -0.9964 -0.4873 0.3151
C 1.4264 1.0486 0.0342 -2.8997 -2.7704 -0.6611
C 0.3436 0.0177 -0.1881 2.8129 2.8990 0.5347
Si -1.5903 0.2603 -0.0672 2.5336 0.7330 1.2555
C -2.1187 1.8915 -0.8709 -0.7640 -1.0007 -1.2200
C -1.9637 0.3888 1.8107 0.4885 -0.5185 -0.2668
C -2.3766 -1.1835 -0.7743 -2.4153 -3.2337 -1.7416
N 1.1163 -1.0802 -0.3292 0.3374 1.6750 0.3669
C 0.7084 -2.3999 -0.5579 0.2379 -2.7207 -1.2411
N 2.4316 -0.8650 -0.2281 0.6014 -1.6641 -0.2529
H 3.7652 1.7273 1.1549 0.6342 -1.1738 -0.4682
H 4.5864 0.1251 0.9617 0.1178 -0.5457 0.2324
H 4.6845 1.3960 -0.2742 -0.5536 -0.6871 -0.1280
H 1.1763 2.0227 0.2469 -0.2032 2.1687 0.3732
H -2.5020 2.6016 -0.1623 -0.2530 0.2871 0.4235
H -1.3693 2.4031 -1.4753 0.2100 -0.2179 0.1216
H -2.9538 1.6309 -1.5942 0.7650 0.3776 0.8086
H -3.0309 0.3132 1.9813 -0.2552 -0.2073 0.2450
H -1.3673 -0.0349 2.6580 -0.5298 -0.4455 -1.1684
H -1.7314 1.4119 1.9238 0.0917 1.6657 0.2885
H -2.3477 -1.4658 -1.9017 0.3013 0.9492 1.7338
H -2.0526 -2.1546 -0.2714 -0.5966 1.3768 -0.2922
H -3.5010 -1.1024 -0.5807 1.2806 -0.1166 -0.0844
H 0.8733 -3.0669 0.3620 -0.6270 0.9853 -1.1919
H -0.3660 -2.3898 -0.9583 2.0322 -0.4185 0.6657
H 1.4737 -2.7790 -1.3381 -1.6272 0.1716 1.0264
```
Forces are in eV/Å.

Energy above the lowest of the compared OMol25 structures with the same formula, charge and spin ... 2.2710 eV
Lowest unoccupied orbital energy ... 0.795 eV
Electronic energy ... -713.39230 Eh
Highest occupied orbital energy ... -8.33 eV

---

(2)
Molecular formula: C3H5N3O
Method: DFT, ωB97M-V with the def2-TZVPD basis set

```
12
Properties=species:S:1:pos:R:3:forces:R:3
N -2.0931 -0.8887 1.0452 0.1826 -0.0083 -0.0850
C -0.7834 -1.0525 0.8198 0.7967 -0.0128 -0.1796
N 0.3658 -1.2092 0.7010 -1.0077 0.1735 0.0905
C 1.5536 0.0777 0.0398 -0.1545 0.1435 -0.2097
O 2.3837 -0.5678 -0.7942 0.0613 -0.0612 0.2323
C 0.6701 1.0311 -0.5862 -0.0449 -0.0678 0.1857
N -0.6012 1.1821 -0.4262 0.3001 0.1278 -0.1118
H -2.6733 -1.5993 0.6154 0.0792 0.0390 0.0428
H -2.3407 0.0529 0.7485 -0.0195 -0.0882 0.0534
H 3.1189 -0.9018 -0.2625 -0.0854 0.0533 -0.1460
H 1.2863 1.7903 -1.0982 -0.1159 -0.1568 0.0899
H -0.8869 2.0854 -0.8024 0.0082 -0.1419 0.0377
```
Forces are in eV/Å.

Energy above the lowest of the compared OMol25 structures with the same formula, charge and spin ... 4.7640 eV
Lowest unoccupied orbital energy ... 0.689 eV
Electronic energy ... -356.68230 Eh
Highest occupied orbital energy ... -7.47 eV

---

(3)
Molecular formula: C29H29BN11O5Y
Method: DFT, ωB97M-V with the def2-TZVPD basis set

```
76
Properties=species:S:1:pos:R:3:forces:R:3
Y 0.9300 0.4025 -0.4438 -0.1998 -0.2339 0.2886
C 2.0911 -0.1009 -3.1504 -0.1189 -0.0788 0.1525
C 3.5509 -0.0534 -3.1807 0.0605 0.0416 -0.0129
C 4.0512 -1.2643 -2.7118 -0.0341 -0.0246 -0.0202
C 2.9682 -2.0654 -2.3870 0.0563 -0.0566 0.0287
C 1.7348 -1.3266 -2.6603 -0.0487 0.2178 0.0210
H 1.4337 0.6853 -3.4957 0.0194 -0.0024 -0.0412
H 4.1311 0.7927 -3.5167 -0.0026 -0.0011 0.0063
H 5.0917 -1.5292 -2.6205 -0.0018 0.0058 0.0012
H 3.0082 -3.0744 -2.0037 -0.0061 0.0036 0.0028
H 0.7351 -1.7260 -2.5456 0.0171 -0.0494 -0.0518
C 1.6808 4.9124 -1.2692 0.0276 -0.0263 0.0120
C 2.0640 3.5736 -1.2335 -0.0582 0.0740 -0.0099
N 1.0075 2.7889 -1.0182 0.0222 -0.1844 0.1223
N -0.0687 3.6099 -0.9180 0.1152 0.1510 -0.1118
C 0.3180 4.8893 -1.0591 0.0098 -0.0456 -0.0103
B -1.4390 2.9916 -0.6019 -0.1345 0.0553 0.0076
N -1.3841 2.3725 0.8182 -0.0933 0.0205 0.1236
C -1.7270 2.9303 1.9924 0.0439 -0.0403 -0.0225
C -1.4310 2.0397 3.0042 -0.0076 -0.0168 0.0469
C -0.8780 0.9425 2.3492 -0.0185 0.0826 -0.0745
N -0.8459 1.1528 1.0326 0.1287 -0.0074 -0.1372
N -1.7299 1.8832 -1.6747 -0.0430 -0.0056 -0.1155
C -2.7441 1.9245 -2.5567 0.0207 -0.0523 0.0154
C -2.5597 0.9262 -3.4920 -0.0291 -0.0009 -0.0237
C -1.3711 0.3140 -3.1106 0.0188 -0.0180 0.0293
N -0.8713 0.8881 -2.0147 0.0543 0.0211 0.0598
N -2.5776 3.9918 -0.6566 0.0244 -0.1063 0.0007
C -3.8214 3.8593 -0.1138 0.0379 -0.0478 -0.0260
C -4.6396 4.7830 -0.7042 -0.0050 0.1061 0.0460
C -3.8022 5.4536 -1.6204 -0.0547 -0.1604 -0.0588
N -2.5820 4.9542 -1.6109 0.0697 0.1654 0.0267
H 2.3021 5.7756 -1.4272 0.0032 -0.0068 -0.0045
H 3.0439 3.1398 -1.3509 0.0035 0.0018 0.0123
H -0.4027 5.6856 -1.0266 -0.0222 -0.0066 -0.0087
H -2.1550 3.9172 2.0350 -0.0129 -0.0049 -0.0092
H -1.5887 2.1739 4.0595 0.0013 -0.0077 -0.0046
H -0.4867 0.0254 2.7626 0.0051 0.0034 0.0069
H -3.5204 2.6670 -2.4799 0.0053 0.0084 0.0069
H -3.1858 0.6940 -4.3349 0.0048 0.0003 0.0021
H -0.8624 -0.5162 -3.5758 0.0034 0.0059 0.0049
H -4.0350 3.1182 0.6379 0.0086 -0.0062 -0.0056
H -5.6791 4.9645 -0.4936 0.0068 0.0092 0.0002
H -4.0460 6.2632 -2.2896 0.0045 0.0006 -0.0019
O 2.5767 -5.6180 3.6419 -0.0174 0.0255 -0.0352
C 3.6050 -4.7516 3.2176 0.0339 -0.0290 0.0306
C 3.0244 -3.6834 2.3391 -0.0197 0.0111 -0.0091
C 3.8456 -2.7323 1.7494 -0.0167 0.0171 -0.0276
C 3.2752 -1.7594 0.9565 -0.0036 -0.0907 0.0297
N 1.9569 -1.6761 0.7291 0.0027 0.2360 -0.1770
C 1.1616 -2.6053 1.2768 0.1635 -0.0621 0.0331
C 1.6648 -3.6175 2.0839 -0.0076 -0.0158 -0.0067
C -0.2865 -2.5164 0.9567 -0.1314 0.0195 -0.0594
C -1.2153 -3.3457 1.5697 -0.0059 -0.0259 -0.0028
C -2.5585 -3.2485 1.2409 0.0138 0.0234 -0.0060
C -3.5824 -4.1182 1.9301 -0.0096 -0.0191 -0.0267
O -3.0346 -5.2976 2.4736 0.0281 0.0298 0.0418
C -2.9248 -2.3057 0.2908 0.0422 -0.0332 0.0618
C -1.9467 -1.5045 -0.2610 -0.0611 0.0571 -0.0376
N -0.6485 -1.5944 0.0485 0.0490 0.0547 0.0181
H 2.9434 -6.2813 4.2325 0.0101 -0.0211 0.0215
H 4.3750 -5.2872 2.6507 -0.0027 -0.0051 0.0075
H 4.0981 -4.2671 4.0681 0.0020 0.0015 -0.0038
H 4.9175 -2.7426 1.8982 -0.0005 0.0108 -0.0033
H 3.8934 -1.0217 0.4655 0.0059 0.0079 0.0160
H 1.0265 -4.3698 2.5172 -0.0206 0.0070 -0.0054
H -0.9230 -4.0742 2.3099 0.0230 0.0101 0.0042
H -4.4087 -4.3268 1.2447 0.0034 -0.0002 -0.0036
H -3.9970 -3.5580 2.7709 -0.0170 0.0119 -0.0080
H -2.9262 -5.9526 1.7774 -0.0190 -0.0230 -0.0199
H -3.9552 -2.1812 -0.0154 -0.0024 -0.0022 -0.0068
H -2.2172 -0.7478 -0.9830 0.0099 0.0047 0.0107
O 4.1523 1.7617 1.4434 -0.1027 -0.0441 -0.0822
N 3.1699 1.3586 0.8949 0.2600 0.2343 0.3947
O 2.0296 1.3285 1.4429 -0.1343 -0.1051 0.0159
O 3.2007 0.9065 -0.3039 0.0424 -0.0692 -0.4385
```
Forces are in eV/Å.

Energy above the lowest of the compared OMol25 structures with the same formula, charge and spin ... 0.0000 eV
Spin multiplicity ... 2
Lowest unoccupied orbital energy (spin up / spin down) ... -3.177 / -4.735 eV
Net charge ... +1
Electronic energy ... -2164.14427 Eh
Highest occupied orbital energy (spin up / spin down) ... -11.50 / -11.50 eV

---

- Which value of energy above the lowest of the compared OMol25 structures with the same formula, charge and spin does entry 3 give?
  0.0000 eV

---

- electronic energy of number 1 (C8H16N2Si)?
  -713.39230 Eh

---

- Number 2 is which compound?
  C3H5N3O

---

- energy above the lowest of the compared OMol25 structures with the same formula, charge and spin of number 3 (C29H29BN11O5Y)?
  0.0000 eV